Formula: C2H8IN2
Source: the Open Molecules 2025 dataset
Level of theory: ωB97M-V with the def2-TZVPD basis set

Calculated values
Calculated total energy in hartree: -487.862139
Kohn-Sham gap in eV: 8.72
Charge: +1
ΔE to the lowest compared entry with this formula, charge and spin in kJ/mol: 264.6

```
13
Properties=species:S:1:pos:R:3:nbo_charge:R:1
C -0.638 -0.307 -0.760 -0.33
C 0.244 0.232 0.381 0.25
N 0.424 -0.612 -1.739 -0.81
N 0.688 -0.560 1.355 -0.70
I 1.045 2.155 0.061 0.36
H -1.108 -1.335 -0.483 0.23
H -1.338 0.381 -1.295 0.28
H -1.290 1.242 1.514 -0.07
H 1.090 -1.294 -1.611 0.39
H -1.417 1.966 1.906 0.09
H 0.484 -0.004 -2.641 0.43
H 1.539 -0.364 1.841 0.44
H 0.277 -1.499 1.472 0.44
```